1.
A molecular structure, C14H18Br36FNPS in a non-equilibrium geometry, computed with the ωB97M-V functional and the def2-TZVPD basis.

**Strongest force on any atom**: 2.5 eV/A
**Orbital gap**: 5.71 eV
**Total energy**: -94102.8316 hartree
**HOMO level**: -4.7 eV
**LUMO level**: 0.0361 Ha
**Charge**: -1

Cartesian coordinates (Å):
C  5.06311  0.28912  -0.07247
C  4.31357  -1.00978  0.23968
F  4.34813  -1.77647  -0.96792
N  3.05550  -0.91128  0.80367
P  1.99054  -0.02149  -0.02214
S  0.46380  -1.04962  -0.76518
H  5.15420  0.43288  -1.12812
H  4.62421  1.14223  0.38484
H  6.06798  0.18856  0.28441
H  4.89613  -1.56277  0.94307
H  2.58127  0.72835  -1.05556
H  1.46057  0.88440  0.91964
C  0.00894  3.83558  -1.30868
Br  0.93788  5.18444  -0.28493
Br  1.22552  2.74794  -2.31153
Br  -1.14716  2.76327  -0.21096
H  -0.61826  4.35215  -2.01139
C  -1.98491  2.49090  -5.66670
Br  -2.79008  0.99010  -4.78158
Br  -1.75486  3.98146  -4.46560
Br  -0.33620  1.99972  -6.52665
H  -2.66271  2.81361  -6.43881
C  5.68210  -1.70606  4.49880
Br  6.53449  -0.40758  5.64330
Br  3.78623  -1.42511  4.39082
Br  6.47704  -1.75303  2.75022
H  5.84279  -2.67215  4.94536
C  2.91859  -1.39930  -3.38252
Br  3.04212  -3.20353  -4.04885
Br  4.63323  -0.52401  -3.36098
Br  1.63461  -0.37316  -4.38418
H  2.55767  -1.45155  -2.35682
C  10.15072  -2.11957  7.59507
Br  10.56092  -0.29173  7.15303
Br  8.81803  -2.23174  8.97996
Br  9.63789  -3.12344  6.03815
H  11.05079  -2.56477  7.98147
C  -4.81000  1.35703  -1.48701
Br  -6.52431  0.50331  -1.71811
Br  -4.79644  2.51580  0.05938
Br  -3.37810  0.07679  -1.44585
H  -4.65144  1.98446  -2.35046
C  -1.98317  -1.38125  2.80001
Br  -2.85216  0.23879  2.22137
Br  -2.70141  -2.92601  1.89388
Br  -0.08178  -1.30473  2.59574
H  -2.21049  -1.49415  3.84494
C  -0.54157  -2.93502  5.61743
Br  -1.07841  -4.70631  6.15326
Br  -2.00856  -1.69115  5.73581
Br  0.98743  -2.32422  6.60816
H  -0.25047  -2.98746  4.58000
C  -2.07665  -3.00741  -5.44323
Br  -1.00404  -4.55617  -5.84559
Br  -1.26512  -1.90536  -4.09241
Br  -2.49032  -1.99728  -7.03426
H  -3.01146  -3.36500  -5.04703
C  -5.81511  1.52274  -7.45641
Br  -6.56674  0.03065  -6.50244
Br  -5.51927  3.03195  -6.29467
Br  -4.20973  1.02458  -8.40014
H  -6.53655  1.82847  -8.19388
C  -7.92412  6.68430  -5.42122
Br  -6.09265  6.22139  -5.06210
Br  -9.08530  5.16183  -5.22823
Br  -8.50531  8.16632  -4.33966
H  -7.97798  6.99884  -6.44899
C  -2.61791  -2.80893  9.42016
Br  -3.14868  -4.57966  9.95654
Br  -4.08234  -1.56561  9.53105
Br  -1.08911  -2.19349  10.41055
H  -2.32516  -2.86460  8.38347

Atom charges from the Löwdin analysis, given in e for atoms 1 to 6: -0.093, -0.614, -0.181, -0.272, 0.191, 0.025


2.
C3H7N3OS in the gas phase in a non-equilibrium geometry, computed with the ωB97M-V functional and the def2-TZVPD basis.

**Strongest force on any atom**: 4.9 eV/A
**Orbital gap**: 8.45 eV
**Total energy**: -756.0360 hartree
**HOMO level**: -7.8 eV
**ΔE to the lowest compared entry with this formula, charge and spin**: 124.4 kcal/mol
**LUMO level**: 0.0236 Ha

Cartesian coordinates (Å):
C  0.09204  1.33725  0.27726
C  -1.50397  -1.32955  -1.86621
C  0.92666  0.11181  0.92355
N  -0.56384  1.00141  -0.82847
N  0.39471  -1.12185  0.36670
N  -0.07691  2.43024  1.03545
O  1.37585  -2.15910  0.15647
S  -0.12676  -0.54785  -1.48352
H  -1.65223  -1.82569  -2.88625
H  -2.41753  -1.20614  -1.28580
H  1.98290  0.36956  0.76502
H  0.81791  0.24156  1.97750
H  0.89309  -3.00861  0.40038
H  0.65072  2.58051  1.77042
H  -0.79265  3.12644  0.67750

Atom charges from the Löwdin analysis, given in e for atoms 1 to 6: -0.455, -0.412, -0.191, -0.185, -0.278, 0.114


3.
A gas-phase ion, C5H10NS (charge +1) in a non-equilibrium geometry, computed with the ωB97M-V functional and the def2-TZVPD basis.

**Strongest force on any atom**: 3.7 eV/A
**Orbital gap (spin up / spin down)**: 6.01 / 6.53 eV
**Total energy**: -649.0338 hartree
**HOMO level (spin up / spin down)**: -12.5 / -12.7 eV
**ΔE to the lowest compared entry with this formula, charge and spin**: 120.2 kcal/mol
**LUMO level (spin up / spin down)**: -0.2383 / -0.2273 Ha
**Charge**: +1

Cartesian coordinates (Å):
C  1.41030  0.43451  0.67184
C  -0.73250  -0.15678  -0.09867
C  -0.33746  0.72784  -1.23048
C  -0.87034  0.60992  -2.61235
C  -0.12536  -1.02658  2.08652
N  0.27587  -0.21844  0.89763
S  2.55294  0.53277  1.95399
H  -1.73986  0.20078  0.10689
H  -0.93065  -1.28529  -0.40329
H  0.32642  1.57734  -0.94164
H  -0.51213  -0.43769  -2.91811
H  -0.42765  1.43248  -3.24637
H  -1.96964  0.53753  -2.77083
H  0.73932  -1.06819  2.92021
H  -0.32235  -2.01128  1.72288
H  -1.01793  -0.59867  2.53038
H  3.68105  0.74972  1.33139

Atom charges from the Löwdin analysis, given in e for atoms 1 to 6: -0.412, -0.186, 0.069, -0.027, -0.027, -0.296


4.
3 unconnected molecules or ions with the total composition C13H24BO8 in a non-equilibrium geometry, computed with the ωB97M-V functional and the def2-TZVPD basis.

**Strongest force on any atom**: 3.1 eV/A
**Orbital gap**: 7.92 eV
**Total energy**: -1136.4924 hartree
**HOMO level**: -5.2 eV
**LUMO level**: 0.1003 Ha
**Charge**: -1

Cartesian coordinates (Å):
O  4.30247  1.08193  1.78124
C  3.74884  1.34321  0.78039
O  3.01227  0.40818  0.17165
C  3.77501  2.70537  0.17075
C  2.36637  3.24636  -0.01347
C  1.50919  3.23425  1.24337
B  0.00883  2.59302  0.93967
C  0.12928  0.94438  0.88253
O  0.40376  0.32764  -0.40552
O  -0.54604  0.78232  -1.34327
H  2.43623  0.86241  -0.46564
H  4.30158  2.70650  -0.77800
H  4.35001  3.30693  0.84736
H  2.48659  4.26751  -0.34781
H  1.87284  2.73280  -0.83268
H  1.35267  4.24598  1.59116
H  1.96812  2.68725  2.06275
H  -0.49847  3.09149  -0.04722
H  -0.70158  2.87741  1.90010
H  0.99480  0.66168  1.46558
H  -0.71059  0.45315  1.36935
H  0.00757  1.09606  -2.05929
O  -5.73404  0.68318  2.06728
C  -5.09754  0.15139  1.20265
O  -3.75877  0.25147  1.09802
C  -3.29689  -0.41007  -0.09846
C  -4.39452  -1.40848  -0.44020
C  -5.64336  -0.69205  0.06350
H  -3.15475  0.33783  -0.87802
H  -2.34175  -0.88699  0.09953
H  -4.42316  -1.66569  -1.49781
H  -4.24745  -2.33032  0.12602
H  -6.06782  -0.02630  -0.68941
H  -6.40436  -1.37833  0.42499
O  0.79211  -4.90067  -2.72787
C  1.00942  -4.09483  -1.86682
O  0.03903  -3.57070  -1.08990
C  0.59069  -2.55184  -0.21919
C  2.07217  -2.88015  -0.12486
C  2.35043  -3.48804  -1.49665
H  0.40496  -1.57322  -0.66405
H  0.08754  -2.59496  0.74298
H  2.68491  -2.01361  0.11168
H  2.23714  -3.63293  0.64916
H  2.60443  -2.72800  -2.23715
H  3.12181  -4.25254  -1.46840

Atom charges from the Löwdin analysis, given in e for atoms 1 to 6: 0.125, -0.590, 0.088, -0.120, -0.238, -0.218


5.
5 unconnected molecules or ions with the total composition C21H36BCl8FI2NO6P in a non-equilibrium geometry, computed with the ωB97M-V functional and the def2-TZVPD basis.

**Strongest force on any atom**: 6.0 eV/A
**Orbital gap**: 7.35 eV
**Total energy**: -6070.7833 hartree
**HOMO level**: -7.6 eV
**SMILES**: CCP(C)[C@@]1(O)C(=O)O[C@](CC(=O)F)(CC(=O)N(C)C)[C@@]1(B(C)O)[C@@H](I)[C@@H](C)I.ClCCl.ClCCl.ClCCl.ClCCl
**LUMO level**: -0.0084 Ha

Cartesian coordinates (Å):
C  -2.82900  1.43240  -3.58720
C  -2.70526  1.02548  -2.03775
P  -0.99248  1.49437  -1.28029
C  -1.15759  3.36947  -1.02877
C  -0.70367  0.55627  0.36474
O  -1.24977  1.50825  1.33487
C  -1.81713  -0.63692  0.53211
O  -3.05451  -0.57487  0.64847
O  -1.01918  -1.82024  0.62613
C  0.34671  -1.59767  0.09694
C  0.12190  -1.86635  -1.46479
C  -1.13470  -2.79805  -1.84316
O  -1.95747  -2.37849  -2.70418
F  -1.39297  -4.09296  -1.31684
C  1.10752  -2.92178  0.58574
C  2.71107  -2.90977  0.41832
O  3.36011  -3.44859  1.38045
N  3.44382  -2.39182  -0.75257
C  3.64051  -3.54441  -1.69566
C  4.84801  -2.05023  -0.27143
C  0.74381  -0.12592  0.66484
B  0.88388  -0.49667  2.27851
C  2.22481  -0.93551  3.05184
O  -0.27260  -0.50647  3.18752
C  2.10451  0.57472  0.23825
I  2.48782  0.72140  -1.95221
C  2.54475  1.96880  0.84632
C  1.49830  2.90316  1.59020
I  4.33022  1.88769  2.18634
H  -3.21984  2.51189  -3.72915
H  -1.89283  1.21829  -4.21608
H  -3.66566  0.75387  -4.03626
H  -3.49558  1.64481  -1.45342
H  -2.93123  -0.08943  -1.94909
H  -1.09380  3.73458  0.04753
H  -2.17316  3.74473  -1.43874
H  -0.36870  3.85188  -1.72633
H  -2.14617  1.78676  1.03448
H  1.05165  -2.45054  -1.84437
H  0.03954  -0.95312  -2.14222
H  0.77883  -3.76893  -0.14139
H  0.77094  -3.32859  1.61711
H  3.66163  -4.56343  -1.17038
H  2.83804  -3.54790  -2.51111
H  4.66170  -3.43404  -2.22610
H  4.84626  -1.47782  0.72261
H  5.48454  -3.01331  -0.20454
H  5.32655  -1.41501  -1.11049
H  1.98742  -1.93746  3.59227
H  2.48565  -0.20313  3.90844
H  3.15830  -1.11707  2.43489
H  -0.52416  -1.46005  3.31736
H  2.94985  -0.17373  0.51005
H  2.96265  2.61838  -0.01847
H  2.10574  3.73834  2.12074
H  0.89367  3.46677  0.78209
H  0.85620  2.43011  2.40309
Cl  -6.77488  0.10531  -5.31438
C  -5.65313  -0.66228  -6.44455
Cl  -4.15246  0.26150  -6.58182
H  -5.42013  -1.66415  -6.08637
H  -6.12349  -0.72110  -7.42513
Cl  -4.34987  4.93838  -2.46109
C  -3.35932  5.69243  -3.71695
Cl  -1.67856  5.14947  -3.62325
H  -3.76306  5.42564  -4.69281
H  -3.38920  6.77353  -3.58852
Cl  1.81317  1.57719  6.26638
C  3.55303  1.40617  6.52844
Cl  4.18875  -0.01158  5.68578
H  4.05664  2.29610  6.15290
H  3.74166  1.29790  7.59567
Cl  -3.88530  -3.20789  6.15111
C  -2.88033  -2.45863  4.90558
Cl  -1.20204  -3.00543  5.02430
H  -3.27168  -2.72784  3.92531
H  -2.90924  -1.37689  5.03014

Atom charges from the Löwdin analysis, given in e for atoms 1 to 6: -0.193, -0.394, 0.963, -0.325, -0.400, -0.110


6.
6 unconnected molecules or ions with the total composition H13NO5 in a non-equilibrium geometry, computed with the ωB97M-V functional and the def2-TZVPD basis.

**Strongest force on any atom**: 1.7 eV/A
**Orbital gap**: 10.76 eV
**Total energy**: -438.7507 hartree
**HOMO level**: -10.2 eV
**ΔE to the lowest compared entry with this formula, charge and spin**: 19.9 kcal/mol
**SMILES**: N.O.O.O.O.O
**LUMO level**: 0.0198 Ha

Cartesian coordinates (Å):
N  -0.56838  -1.75895  -0.59214
H  -0.02834  -0.99757  -0.20950
H  -0.23228  -2.62587  -0.19414
H  -1.54607  -1.71722  -0.32913
O  1.83242  -0.01109  0.93653
H  1.80076  0.92881  0.69614
H  2.76913  -0.18298  1.00926
O  -0.17487  2.22981  -1.75136
H  -0.70045  2.87627  -2.22905
H  -0.31396  1.40797  -2.23735
O  -0.70254  -0.82391  -3.31839
H  -0.69265  -1.03342  -2.37002
H  -0.68685  -1.63742  -3.81688
O  -0.05150  -0.84056  3.11952
H  0.40882  -0.24559  2.51272
H  0.65414  -1.35784  3.50547
O  -0.29494  1.80649  1.66239
H  -0.94924  2.06396  1.02726
H  -0.52318  1.91910  2.57868

Atom charges from the Löwdin analysis, given in e for atoms 1 to 6: 0.038, 0.001, 0.033, 0.039, -0.055, 0.048


Q: What is the strongest force on any atom in the fifth record?
A: 6.0 eV/A


Q: total energy of number 3 (C5H10NS)?
A: -649.0338 hartree